C4H7NO2 | the ωB97M-V functional and the def2-TZVPD basis

The total energy comes out at -9844.0333 eV. For the HOMO energy, the calculation gives -8.98 eV. The calculation puts the LUMO energy at 0.0150 hartree. The value obtained for the gap between HOMO and LUMO is 9.39 eV.

ORCA input file:
```
! RIJCOSX wB97M-V def2-TZVPD def2/J DEFGRID3
* xyz 0 1
C -1.12 -0.96 0.97
C -0.36 -0.49 -0.25
C -0.77 1.78 0.03
O -0.92 0.76 -0.76
C 1.14 -0.36 0.00
O 1.68 -0.98 0.89
N 1.83 0.40 -0.90
H -0.98 -0.25 1.79
H -2.18 -1.06 0.75
H -0.72 -1.93 1.29
H -0.50 -1.19 -1.09
H -1.24 2.61 -0.56
H 1.34 1.07 -1.48
H 2.79 0.60 -0.68
*
```

Mulliken charges, unit e, in atom order: number 1, C, carries -1.34; number 2, C, carries 0.54; number 3, C, carries -0.28; number 4, O, carries -0.34; number 5, C, carries 0.37; number 6, O, carries -0.59; number 7, N, carries -0.37; number 8, H, carries 0.35; number 9, H, carries 0.39; number 10, H, carries 0.34; number 11, H, carries 0.27; number 12, H, carries 0.19; number 13, H, carries 0.22; number 14, H, carries 0.25

C44H106F12N10O20PdS4 | the ωB97M-V functional and the def2-TZVPD basis

The total energy comes out at -182605.5693 eV. For the HOMO energy (spin up / spin down), the calculation gives -8.39 / -8.39 eV. The expectation value of S² is 2.012. The calculation puts the LUMO energy (spin up / spin down) at -0.0873 / -0.2490 hartree. The value obtained for the gap between HOMO and LUMO (spin up / spin down) is 6.02 / 1.62 eV.

ORCA input file:
```
! RIJCOSX wB97M-V def2-TZVPD def2/J DEFGRID3
* xyz 0 3
Pd -1.92 1.87 4.75
C -0.18 0.46 -0.91
F 0.29 -0.05 -2.08
F -0.73 1.67 -1.13
F -1.05 -0.41 -0.35
S 1.19 0.79 0.39
O 1.05 -0.32 1.34
O 2.46 0.88 -0.35
N 0.69 2.13 1.38
S 1.45 3.33 0.77
O 1.43 3.43 -0.67
O 0.99 4.50 1.51
C 3.25 3.14 1.31
F 3.38 1.95 1.96
F 4.07 3.30 0.24
F 3.47 4.08 2.25
C -3.57 -4.25 5.45
F -3.77 -4.15 4.13
F -4.01 -5.40 5.96
F -2.27 -4.15 5.57
S -4.42 -2.79 6.37
O -5.77 -3.23 6.83
O -3.48 -2.41 7.41
N -4.46 -1.44 5.23
S -5.81 -1.76 4.36
O -5.73 -1.07 3.05
O -6.30 -3.15 4.33
C -7.11 -0.65 5.36
F -6.80 0.65 5.17
F -8.36 -0.84 4.90
F -7.07 -1.02 6.69
C 9.86 3.06 6.45
C 10.06 3.46 7.93
O 10.83 4.61 8.09
H 9.24 3.77 5.90
H 9.45 2.06 6.31
H 10.83 3.07 5.95
H 10.60 2.66 8.42
H 9.09 3.61 8.42
H 10.26 5.39 8.09
C -7.13 -2.10 -7.64
O -8.12 -3.05 -7.45
C -8.39 -3.85 -8.60
C -9.53 -4.89 -8.37
N -10.80 -4.19 -8.20
C -11.81 -5.04 -7.45
C -13.24 -4.47 -7.60
O -14.17 -5.45 -7.14
C -15.21 -4.93 -6.33
H -6.19 -2.60 -7.86
H -6.94 -1.68 -6.66
H -7.45 -1.34 -8.35
H -7.43 -4.34 -8.81
H -8.55 -3.28 -9.51
H -9.21 -5.48 -7.50
H -9.53 -5.63 -9.17
H -10.69 -3.37 -7.62
H -11.62 -5.02 -6.38
H -11.72 -6.09 -7.72
H -13.46 -4.21 -8.64
H -13.29 -3.56 -7.00
H -16.07 -5.60 -6.21
H -15.56 -3.94 -6.62
H -14.85 -4.70 -5.33
C 0.96 1.54 6.81
O -0.05 2.57 6.61
C 0.18 3.66 7.49
C -0.95 4.70 7.18
N -2.24 3.96 7.17
C -3.43 4.81 6.85
C -3.38 5.36 5.40
O -3.24 4.21 4.50
C -3.57 4.58 3.18
H 0.59 0.58 6.46
H 1.21 1.41 7.86
H 1.88 1.78 6.28
H 1.18 4.09 7.47
H -0.09 3.30 8.48
H -0.65 5.18 6.24
H -0.95 5.50 7.91
H -2.30 3.59 8.10
H -3.49 5.64 7.56
H -4.34 4.29 7.11
H -2.62 6.11 5.17
H -4.33 5.88 5.22
H -4.49 5.15 3.05
H -3.83 3.75 2.53
H -2.68 4.97 2.69
C -10.91 -5.62 -0.09
O -10.25 -6.18 -1.21
C -8.84 -6.52 -1.04
C -8.48 -7.66 -0.10
N -8.89 -9.04 -0.48
C -10.29 -9.11 -0.89
C -10.92 -10.52 -0.95
O -11.52 -10.88 0.30
C -11.73 -12.30 0.46
H -10.35 -4.76 0.25
H -11.04 -6.38 0.69
H -11.90 -5.30 -0.42
H -8.34 -5.57 -0.84
H -8.52 -6.75 -2.06
H -9.00 -7.45 0.84
H -7.43 -7.64 0.20
H -8.45 -9.24 -1.37
H -10.47 -8.60 -1.83
H -10.84 -8.53 -0.14
H -10.16 -11.28 -1.14
H -11.62 -10.56 -1.79
H -12.17 -12.52 1.44
H -10.82 -12.89 0.36
H -12.44 -12.63 -0.30
C 10.56 7.58 0.51
C 11.69 8.56 0.82
C 11.69 8.92 2.35
O 10.77 10.03 2.69
C 11.07 11.32 2.14
N 12.89 7.87 0.47
H 9.66 8.10 0.82
H 10.62 6.64 1.07
H 10.41 7.39 -0.55
H 11.66 9.43 0.16
H 12.71 9.22 2.60
H 11.46 8.06 2.98
H 10.99 11.26 1.05
H 12.11 11.61 2.28
H 10.44 12.11 2.55
H 13.04 7.02 1.01
H 12.96 7.65 -0.52
C 10.11 -1.00 -0.12
C 10.92 -1.37 -1.34
C 10.12 -1.30 -2.60
O 10.75 -1.70 -3.80
C 11.17 -3.10 -3.77
N 12.09 -0.49 -1.55
H 10.63 -1.24 0.80
H 9.21 -1.61 -0.08
H 9.95 0.08 -0.05
H 11.22 -2.42 -1.25
H 9.81 -0.29 -2.88
H 9.21 -1.91 -2.55
H 11.95 -3.21 -3.02
H 11.48 -3.27 -4.80
H 10.34 -3.75 -3.51
H 11.90 0.48 -1.77
H 12.54 -0.82 -2.39
C 5.15 9.32 8.63
C 5.68 8.96 7.23
C 5.03 9.94 6.27
O 3.60 9.90 6.41
C 3.02 10.53 5.34
N 7.11 9.08 7.31
H 4.10 9.08 8.82
H 5.29 10.40 8.74
H 5.76 8.80 9.36
H 5.36 7.94 7.02
H 5.38 9.70 5.26
H 5.36 10.98 6.32
H 1.94 10.61 5.44
H 3.35 10.03 4.43
H 3.31 11.58 5.23
H 7.53 9.24 6.41
H 7.38 9.94 7.76
C -2.13 -7.21 -5.24
C -3.27 -7.98 -4.58
C -4.17 -8.69 -5.55
O -5.15 -9.44 -4.85
C -6.18 -10.04 -5.58
N -2.65 -9.03 -3.80
H -2.48 -6.53 -6.02
H -1.35 -7.79 -5.74
H -1.56 -6.60 -4.54
H -3.82 -7.33 -3.90
H -3.63 -9.35 -6.22
H -4.55 -7.89 -6.18
H -6.69 -10.86 -5.06
H -5.84 -10.51 -6.50
H -6.97 -9.31 -5.77
H -2.01 -9.67 -4.27
H -3.50 -9.57 -3.75
C 7.48 4.04 -8.27
C 7.66 2.77 -7.43
C 7.00 1.52 -8.03
O 5.60 1.41 -7.91
C 5.10 1.23 -6.55
N 9.11 2.54 -7.43
H 7.98 4.11 -9.24
H 7.72 4.95 -7.71
H 6.44 4.18 -8.56
H 7.36 2.93 -6.39
H 7.51 0.66 -7.59
H 7.20 1.38 -9.09
H 4.03 1.18 -6.72
H 5.18 2.16 -5.98
H 5.40 0.31 -6.05
H 9.42 1.85 -6.75
H 9.11 2.02 -8.30
*
```

Mulliken population analysis, charges in e, atoms 1 to 99: number 1, Pd, carries 0.71; number 2, C, carries 0.72; number 3, F, carries -0.17; number 4, F, carries -0.21; number 5, F, carries -0.16; number 6, S, carries 0.90; number 7, O, carries -0.60; number 8, O, carries -0.51; number 9, N, carries -0.08; number 10, S, carries 1.06; number 11, O, carries -0.46; number 12, O, carries -0.60; number 13, C, carries 0.72; number 14, F, carries -0.21; number 15, F, carries -0.19; number 16, F, carries -0.20; number 17, C, carries 0.70; number 18, F, carries -0.22; number 19, F, carries -0.22; number 20, F, carries -0.23; number 21, S, carries 0.97; number 22, O, carries -0.57; number 23, O, carries -0.66; number 24, N, carries -0.40; number 25, S, carries 0.86; number 26, O, carries -0.65; number 27, O, carries -0.55; number 28, C, carries 0.65; number 29, F, carries -0.23; number 30, F, carries -0.23; number 31, F, carries -0.22; number 32, C, carries -0.93; number 33, C, carries -0.22; number 34, O, carries -0.52; number 35, H, carries 0.26; number 36, H, carries 0.32; number 37, H, carries 0.27; number 38, H, carries 0.24; number 39, H, carries 0.27; number 40, H, carries 0.30; number 41, C, carries -0.76; number 42, O, carries -0.29; number 43, C, carries -0.72; number 44, C, carries -0.50; number 45, N, carries -0.41; number 46, C, carries -0.70; number 47, C, carries -0.42; number 48, O, carries -0.34; number 49, C, carries -0.75; number 50, H, carries 0.32; number 51, H, carries 0.24; number 52, H, carries 0.30; number 53, H, carries 0.44; number 54, H, carries 0.39; number 55, H, carries 0.33; number 56, H, carries 0.36; number 57, H, carries 0.28; number 58, H, carries 0.24; number 59, H, carries 0.47; number 60, H, carries 0.29; number 61, H, carries 0.33; number 62, H, carries 0.26; number 63, H, carries 0.33; number 64, H, carries 0.32; number 65, C, carries -0.80; number 66, O, carries -0.10; number 67, C, carries -0.80; number 68, C, carries -0.68; number 69, N, carries -0.10; number 70, C, carries -0.95; number 71, C, carries -0.57; number 72, O, carries -0.09; number 73, C, carries -0.90; number 74, H, carries 0.26; number 75, H, carries 0.31; number 76, H, carries 0.31; number 77, H, carries 0.43; number 78, H, carries 0.41; number 79, H, carries 0.31; number 80, H, carries 0.40; number 81, H, carries 0.23; number 82, H, carries 0.42; number 83, H, carries 0.40; number 84, H, carries 0.36; number 85, H, carries 0.44; number 86, H, carries 0.32; number 87, H, carries 0.29; number 88, H, carries 0.35; number 89, C, carries -0.69; number 90, O, carries -0.29; number 91, C, carries -0.45; number 92, C, carries -0.68; number 93, N, carries -0.39; number 94, C, carries -0.28; number 95, C, carries -0.63; number 96, O, carries -0.32; number 97, C, carries -0.72; number 98, H, carries 0.30; number 99, H, carries 0.29

C4H14NO2 | the ωB97M-V functional and the def2-TZVPD basis

The total energy comes out at -9950.7002 eV. For the HOMO energy, the calculation gives -13.63 eV. The calculation puts the LUMO energy at -0.1163 hartree. The value obtained for the gap between HOMO and LUMO is 10.46 eV.

ORCA input file:
```
! RIJCOSX wB97M-V def2-TZVPD def2/J DEFGRID3
* xyz 1 1
C 3.03 0.73 1.64
C 1.58 0.47 2.02
C 1.03 -0.49 0.94
C 0.27 0.21 0.04
N -0.50 -0.48 -0.92
H 3.24 0.95 0.56
H 3.63 -0.07 1.88
H 3.43 1.57 2.20
H 1.05 1.56 2.33
H 1.67 0.11 2.97
H 1.25 -1.49 1.06
H 0.15 1.24 0.11
H -1.58 -0.16 -1.13
H -0.05 -0.48 -1.83
H -0.77 -1.45 -0.59
H -1.65 -2.16 -3.36
H -2.58 -2.60 -2.31
O -1.89 -1.90 -2.43
H -3.06 1.44 0.10
H -2.21 2.46 -0.83
O -2.42 1.51 -0.39
*
```

Mulliken charges, unit e, in atom order: number 1, C, carries -1.19; number 2, C, carries -0.42; number 3, C, carries -0.46; number 4, C, carries -0.38; number 5, N, carries -0.34; number 6, H, carries 0.31; number 7, H, carries 0.40; number 8, H, carries 0.34; number 9, H, carries 0.27; number 10, H, carries 0.38; number 11, H, carries 0.46; number 12, H, carries 0.32; number 13, H, carries 0.52; number 14, H, carries 0.36; number 15, H, carries 0.44; number 16, H, carries 0.31; number 17, H, carries 0.32; number 18, O, carries -0.62; number 19, H, carries 0.20; number 20, H, carries 0.34; number 21, O, carries -0.56

C2H5F2N | the ωB97M-V functional and the def2-TZVPD basis

The total energy comes out at -9076.4949 eV. For the HOMO energy (spin up / spin down), the calculation gives -7.20 / -7.20 eV. The calculation puts the LUMO energy (spin up / spin down) at 0.0373 / 0.0373 hartree. The value obtained for the gap between HOMO and LUMO (spin up / spin down) is 8.21 / 8.21 eV.

ORCA input file:
```
! RIJCOSX wB97M-V def2-TZVPD def2/J DEFGRID3
* xyz 0 1
C -1.31 -0.90 -0.03
C 0.95 -0.07 0.27
N 0.87 1.15 -0.30
F -1.66 0.28 -0.49
F 1.77 -0.89 -0.35
H -1.54 -0.85 1.00
H -1.60 -1.75 -0.59
H 0.98 -0.22 1.39
H 0.81 1.95 0.40
H 0.73 1.31 -1.30
*
```

Mulliken charges, unit e, in atom order: number 1, C, carries -0.33; number 2, C, carries -0.02; number 3, N, carries -0.35; number 4, F, carries -0.24; number 5, F, carries -0.25; number 6, H, carries 0.20; number 7, H, carries 0.28; number 8, H, carries 0.25; number 9, H, carries 0.23; number 10, H, carries 0.23